The following is a DFT calculation (ωB97M-V with the def2-TZVPD basis set) of CH3ClFNO2S2 as an isolated structure in a non-equilibrium geometry.

```
11
Properties=species:S:1:pos:R:3:mulliken_charge:R:1
C -0.1621 1.5348 1.0333 0.01
N 0.6548 -1.7141 -0.2782 -0.51
O 0.5603 0.5244 -1.4399 -0.58
O -0.6487 -1.3352 -2.4171 -0.50
F -0.9430 2.1783 1.9593 -0.18
S -1.7239 0.0082 0.0145 -0.17
S -0.2343 -0.6512 -1.2619 0.99
Cl 1.0648 0.6276 1.6979 -0.04
H -0.0215 2.2273 0.3077 0.39
H -0.0565 -2.1415 0.3632 0.32
H 1.5100 -1.2587 0.0211 0.28
```

As for the HOMO-LUMO gap: 8.57 eV. Its spin multiplicity is 1. Its HOMO energy is -10.03 eV.


The following is a DFT calculation (ωB97M-V with the def2-TZVPD basis set) of C27H28Cl2F3I2NO3S2Yb as an isolated structure in a non-equilibrium geometry.

```
69
Properties=species:S:1:pos:R:3:mulliken_charge:R:1
C -1.3088 5.3366 -1.9150 -0.69
C -2.7218 5.5151 -1.3801 -0.89
N -3.4716 4.2557 -1.1687 0.17
C -3.8155 3.5798 -2.4381 -0.33
C -5.0794 2.7510 -2.3277 -1.43
C -2.9432 3.4396 -0.2016 0.16
S -2.7849 3.9450 1.3476 -0.28
S -2.4547 1.7347 -0.5212 -0.29
C -0.8508 1.8508 -1.3502 0.69
C -0.5630 0.4690 -1.9658 -1.29
C 0.9064 0.1122 -1.6980 -2.14
C 0.9508 -0.7576 -0.4663 0.75
C 1.2795 -0.2294 0.7963 1.17
C 1.6034 1.2871 0.7979 -0.15
C 3.1149 1.5320 1.0521 -0.80
C 3.5927 2.8544 0.4145 -1.12
I 4.3640 -0.0662 0.2916 0.17
C 1.3209 -1.0615 1.9809 0.35
C 1.7226 -0.6780 3.4358 0.68
F 2.9297 -1.1095 3.6729 -0.20
F 0.8858 -1.1229 4.3680 -0.20
F 1.8037 0.7393 3.7255 -0.28
C 1.0199 -2.4278 1.7818 0.63
C 0.6647 -2.9180 0.5299 1.19
C 0.6119 -2.1211 -0.5974 -0.14
C 0.2109 -2.6817 -1.9058 -0.53
Cl -1.5011 -2.8168 -2.1248 -0.13
C 1.0764 -3.1039 -2.8235 0.39
C 2.5511 -3.0388 -2.5903 -1.08
Cl 0.5163 -3.7450 -4.2943 -0.16
C 0.3195 -4.3896 0.4002 -0.18
O 0.5562 -5.0307 -0.5775 -0.49
C -0.2933 -5.0102 1.5845 -1.08
C 0.0747 -4.5688 2.7854 0.63
C -0.4505 -5.2059 4.0432 -1.08
C 0.6583 -6.0752 4.6356 0.21
O 1.3275 -5.7717 5.5429 -0.38
I 1.0084 -7.9745 3.6666 0.07
C 1.0616 -3.4742 2.8938 0.20
O 1.8522 -3.4446 3.7858 -0.58
H -0.8409 6.2941 -2.0999 0.46
H -0.7294 4.7871 -1.1744 0.04
H -1.3336 4.7368 -2.8206 0.27
H -3.3166 6.1297 -2.0465 0.44
H -2.6679 6.0633 -0.4481 0.45
H -2.9952 3.0101 -2.8698 0.15
H -4.0333 4.3698 -3.1515 0.61
H -5.8435 3.3001 -1.7905 0.35
H -5.4777 2.5910 -3.3259 0.44
H -4.9064 1.7725 -1.8939 0.32
H -0.8986 2.6061 -2.1236 0.49
H -0.0934 2.1574 -0.6391 -0.66
H -0.7216 0.5254 -3.0355 0.37
H -1.2372 -0.2645 -1.5470 0.47
H 1.5301 0.9928 -1.6568 0.80
H 1.2948 -0.4671 -2.5268 0.55
H 1.3411 1.8110 -0.0971 0.02
H 0.9743 1.7591 1.5656 -0.24
H 3.3640 1.5657 2.1026 0.52
H 4.1032 3.4398 1.1739 0.37
H 2.7711 3.4656 0.0503 0.33
H 4.3295 2.6922 -0.3576 0.34
H 2.9259 -2.0778 -2.9369 0.29
H 2.8031 -3.1345 -1.5391 0.20
H 3.0301 -3.8511 -3.1240 0.47
H -0.9926 -5.8223 1.4724 0.54
H -1.2436 -5.8898 3.7690 0.46
H -0.7636 -4.4731 4.7773 0.33
Yb -0.1174 1.3316 3.1070 1.29
```

The net charge is +2. As for the HOMO-LUMO gap: 5.28 eV. Its spin multiplicity is 1. Its HOMO energy is -13.31 eV.


The following is a DFT calculation (ωB97M-V with the def2-TZVPD basis set) of a 2-piece molecular cluster, C5H13NO overall in a non-equilibrium geometry.

```
20
Properties=species:S:1:pos:R:3:mulliken_charge:R:1
C -0.6453 -1.5942 -1.3485 -1.29
C -1.0334 -0.1791 -0.9558 0.40
C -2.0425 0.4519 -1.8756 -1.49
C -0.5907 0.3919 0.1708 0.73
C -1.2814 1.4990 0.8948 -1.35
N 0.5629 -0.0630 0.8110 -0.36
H -1.3519 -2.2514 -0.8511 0.24
H -0.8013 -1.7445 -2.4213 0.34
H 0.3767 -1.8953 -1.1682 0.35
H -2.2271 1.4829 -1.5973 0.35
H -1.6975 0.2738 -2.8960 0.39
H -3.0232 -0.0339 -1.7900 0.29
H -0.7618 2.4482 0.8706 0.27
H -1.4773 1.1934 1.9359 0.40
H -2.3125 1.6089 0.5650 0.36
H 1.2632 -0.4911 0.2420 0.21
H 0.6020 0.0570 1.8037 0.16
O 4.1454 -0.4571 1.8319 -0.64
H 3.2746 -0.7530 1.5494 0.32
H 3.9510 0.0080 2.6583 0.32
```

As for the HOMO-LUMO gap: 8.24 eV. As for the structure (SMILES): CC(C)=C(C)N.O. Its spin multiplicity is 1. Its HOMO energy is -7.55 eV.


The following is a DFT calculation (ωB97M-V with the def2-TZVPD basis set) of a 8-piece molecular cluster, C8H32N14O8 overall in a non-equilibrium geometry.

```
62
Properties=species:S:1:pos:R:3:mulliken_charge:R:1
N 0.9313 -1.3241 2.6423 -0.11
C 2.1623 -1.4341 3.1465 0.89
N 2.7081 -2.7177 3.3531 -0.52
O 2.8860 -0.4721 3.4575 -0.75
H 0.6146 -2.0860 2.0240 0.23
H 0.5623 -0.4306 2.3763 -0.14
H 3.6561 -2.8623 3.6629 0.24
H 2.3042 -3.4783 2.7360 0.21
N 0.1443 2.9729 -0.1402 -0.20
C -0.2335 4.2766 -0.4929 0.51
N 0.0896 4.6474 -1.7496 -0.41
O -0.8419 4.9304 0.3272 -0.64
H 0.1518 2.4563 -1.0182 0.17
H -0.5279 2.6428 0.5257 -0.06
H -0.2912 5.5574 -2.0844 0.26
H 0.1840 3.8950 -2.3649 0.27
N -2.2614 -0.8230 0.5220 -0.22
C -3.3462 -1.6695 0.6107 0.43
N -4.1563 -1.4577 1.6930 -0.51
O -3.5562 -2.5587 -0.2174 -0.64
H -2.0724 -0.6788 -0.4318 0.49
H -1.9475 -0.2325 1.2327 0.40
H -4.2087 -0.4511 1.9569 0.22
H -5.0371 -1.9711 1.7297 0.27
N 2.3840 0.9998 -3.0017 -0.56
C 1.0265 0.8523 -2.9503 0.50
N 0.6119 -0.3251 -2.5240 -0.03
O 0.2770 1.7854 -3.1161 -0.72
H 2.6267 1.9692 -2.6992 0.31
H 2.9967 0.3656 -2.4365 0.37
H -0.3526 -0.4083 -2.2354 0.08
H 1.2099 -1.0656 -2.3258 0.24
N 2.8557 0.9999 0.5638 -0.31
C 3.5705 -0.0627 0.0506 0.59
N 4.6342 -0.4465 0.8674 -0.39
O 3.3770 -0.6255 -0.9994 -0.73
H 1.8433 1.1255 0.2521 0.05
H 2.9594 1.1290 1.5496 0.36
H 5.3381 -1.1508 0.6406 0.22
H 4.6878 -0.0925 1.8290 0.17
N 0.6592 1.6142 3.8853 -0.43
C -0.4793 1.6323 3.1061 0.64
N -1.4008 2.6148 3.3769 -0.42
O -0.7934 0.8424 2.2601 -0.62
H 0.9878 2.5692 4.1814 0.28
H 1.3107 0.9802 3.5263 -0.02
H -2.0294 2.8809 2.6196 0.23
H -1.2977 3.2826 4.0863 0.18
N -3.4249 -1.8592 -3.6086 -0.37
C -2.6150 -0.8174 -3.4073 0.56
N -2.0314 -0.2939 -4.4711 -0.36
O -2.2832 -0.4651 -2.2916 -0.78
H -3.7464 -2.4387 -2.8600 0.23
H -3.5938 -2.2258 -4.4873 0.13
H -1.4638 0.5531 -4.3343 0.19
H -2.2946 -0.5911 -5.3716 0.15
C -0.6320 -3.6010 -0.7867 -0.56
O 0.0593 -2.7472 0.2026 -0.62
H -0.8974 -3.0726 -1.6436 0.12
H 0.0812 -4.4429 -1.0624 0.24
H -1.4315 -4.0764 -0.2564 0.31
H -0.6442 -2.1192 0.3747 0.35
```

As for the HOMO-LUMO gap: 10.16 eV. As for the structure (SMILES): NC(N)=O.NC(N)=O.NC(N)=O.NC(N)=O.NC(N)=O.NC(N)=O.NC(N)=O.CO. Its spin multiplicity is 1. Its HOMO energy is -9.55 eV.


Number 1: M 179.63 g/mol. Number 2: M 1033.41 g/mol. Number 3: M 103.16 g/mol. Number 4: M 452.43 g/mol.